[1]
{
  "formula": "C28H40NO6STi",
  "method": "ωB97M-V/def2-TZVPD",
  "e_tot_ha": -2845.100433,
  "homo_lumo_gap_ha": 0.2518,
  "multiplicity": 1,
  "total_charge": -1,
  "symbols": ["Ti", "C", "C", "C", "C", "C", "C", "C", "N", "C", "C", "C", "C", "C", "C", "O", "C", "C", "C", "C", "C", "C", "C", "C", "C", "O", "C", "C", "C", "C", "C", "C", "H", "H", "H", "H", "H", "H", "H", "H", "H", "H", "H", "H", "H", "H", "H", "H", "H", "H", "H", "H", "H", "H", "H", "H", "H", "H", "H", "H", "H", "H", "H", "H", "H", "H", "H", "H", "H", "H", "H", "H", "O", "S", "O", "O", "O"],
  "coordinates": [[-0.22176, 0.05166, 0.16374], [-0.82646, -6.89591, -1.02046], [0.11199, -6.64693, 0.16282], [-0.50064, -7.30676, 1.40549], [1.45876, -7.31392, -0.15273], [0.32652, -5.15313, 0.42225], [-0.28264, -4.16642, -0.35776], [-0.04357, -2.82817, -0.09211], [-0.56575, -1.70551, -0.73519], [-1.36519, -1.63234, -1.88224], [-1.56554, -2.58517, -2.87244], [-2.42956, -2.32184, -3.93498], [-3.06977, -1.09037, -3.97478], [-2.85066, -0.08901, -3.02567], [-1.96237, -0.37123, -1.99640], [-1.59571, 0.50685, -1.02984], [-3.53333, 1.28098, -3.09986], [-2.47118, 2.37781, -3.27590], [-4.32284, 1.53327, -1.80507], [-4.51045, 1.37347, -4.27135], [-2.70086, -3.34872, -5.03872], [-1.90023, -4.63709, -4.83648], [-2.31971, -2.75949, -6.40345], [-4.19229, -3.71350, -5.04491], [0.76304, -2.45048, 0.99730], [0.81120, -1.10935, 1.18300], [1.38533, -3.40605, 1.78150], [1.15114, -4.74992, 1.45544], [2.30584, -3.09718, 2.97221], [1.74507, -3.76562, 4.23804], [2.45834, -1.60256, 3.26892], [3.70395, -3.66149, 2.67677], [-0.94185, -7.97145, -1.17564], [-0.43051, -6.46329, -1.94248], [-1.81749, -6.47290, -0.84057], [-0.66153, -8.37491, 1.23053], [-1.46150, -6.84663, 1.64680], [0.14951, -7.19829, 2.27525], [1.31614, -8.37437, -0.38214], [2.14759, -7.23829, 0.69051], [1.92917, -6.83295, -1.01324], [-0.96965, -4.42908, -1.14597], [-1.01589, -3.51144, -2.82105], [-3.75635, -0.89628, -4.78890], [-1.79298, 2.41186, -2.42586], [-2.95439, 3.35513, -3.37001], [-1.88506, 2.19750, -4.18077], [-3.65996, 1.56122, -0.94215], [-5.06214, 0.74304, -1.65064], [-4.84980, 2.48987, -1.86790], [-4.00422, 1.24637, -5.23161], [-4.97759, 2.36117, -4.26764], [-5.30397, 0.62559, -4.19513], [-0.82490, -4.44552, -4.84930], [-2.12750, -5.33944, -5.64234], [-2.15217, -5.11978, -3.88911], [-1.26511, -2.47556, -6.41515], [-2.90850, -1.86925, -6.63108], [-2.49062, -3.49313, -7.19729], [-4.49062, -4.10961, -4.07170], [-4.39791, -4.47188, -5.80674], [-4.81371, -2.84142, -5.25659], [1.63288, -5.51362, 2.05517], [0.73705, -3.40003, 4.44625], [2.38033, -3.52891, 5.09634], [1.69779, -4.85166, 4.14240], [1.50401, -1.13364, 3.50609], [2.88384, -1.05818, 2.42668], [3.12399, -1.48448, 4.12868], [3.68127, -4.74249, 2.52688], [4.37861, -3.44653, 3.51066], [4.11640, -3.20383, 1.77488], [-0.06073, 3.47721, 0.57559], [0.46651, 2.25305, 1.09338], [1.42390, 2.33157, 2.15188], [-0.69880, 1.29866, 1.49102], [1.04966, 1.39366, -0.08100]]
}

[2]
{
  "formula": "ArH24O12",
  "method": "ωB97M-V/def2-TZVPD",
  "relative_energy_kcal_mol": 31.7,
  "e_tot_ha": -1444.780319,
  "homo_lumo_gap_ha": 0.3274,
  "multiplicity": 1,
  "total_charge": 0,
  "symbols": ["Ar", "O", "H", "H", "O", "H", "H", "O", "H", "H", "O", "H", "H", "O", "H", "H", "O", "H", "H", "O", "H", "H", "O", "H", "H", "O", "H", "H", "O", "H", "H", "O", "H", "H", "O", "H", "H"],
  "coordinates": [[15.00304, -3.46870, 6.83197], [13.11605, -6.57274, 8.38981], [14.01142, -6.63646, 8.72218], [13.20966, -6.61593, 7.43818], [13.56974, -2.47135, 4.03418], [13.07304, -1.79571, 3.57264], [14.44727, -2.10109, 4.12953], [11.48268, -3.12856, 6.02085], [12.26411, -2.74585, 5.62191], [11.49021, -4.04206, 5.73506], [18.88350, -4.95553, 7.64698], [19.62626, -4.35888, 7.55454], [18.18931, -4.55776, 7.12152], [11.17236, -2.37288, 8.74395], [11.23683, -2.80236, 7.89094], [10.33401, -2.66867, 9.09881], [16.37687, -6.17967, 4.80603], [15.42862, -6.18568, 4.93647], [16.64233, -5.28430, 5.01598], [12.75698, -4.20863, 10.15760], [12.50195, -3.53411, 9.52814], [13.28590, -4.82355, 9.64932], [13.85036, -6.74437, 5.56058], [14.01369, -7.57982, 5.12288], [13.10523, -6.36919, 5.09127], [15.50526, -1.27222, 10.70276], [15.98246, -1.89703, 10.15675], [15.01478, -0.73527, 10.08038], [16.24899, -1.76237, 3.82500], [16.56370, -0.94295, 4.20677], [16.39449, -1.66036, 2.88443], [17.75394, -3.79814, 5.33535], [17.46936, -3.00625, 4.87910], [18.45462, -4.15202, 4.78757], [15.86915, -6.24843, 9.23967], [16.42942, -6.37569, 10.00527], [16.40964, -5.74976, 8.62697]]
}

[3]
{
  "formula": "C19H66B2NO37",
  "method": "ωB97M-V/def2-TZVPD",
  "relative_energy_kcal_mol": 25.2,
  "e_tot_ha": -3651.979061,
  "homo_lumo_gap_ha": 0.2476,
  "multiplicity": 1,
  "total_charge": -1,
  "symbols": ["C", "C", "C", "C", "N", "C", "C", "C", "C", "C", "C", "C", "H", "H", "H", "H", "H", "H", "H", "H", "H", "H", "H", "H", "H", "H", "H", "H", "H", "H", "H", "H", "H", "H", "H", "H", "O", "C", "O", "B", "O", "C", "O", "O", "C", "O", "C", "O", "O", "O", "C", "O", "B", "O", "C", "O", "O", "C", "O", "C", "O", "O", "O", "H", "H", "O", "H", "H", "O", "H", "H", "O", "H", "H", "O", "H", "H", "O", "H", "H", "O", "H", "H", "O", "H", "H", "O", "H", "H", "O", "H", "H", "O", "H", "H", "O", "H", "H", "O", "H", "H", "O", "H", "H", "O", "H", "H", "O", "H", "H", "O", "H", "H", "O", "H", "H", "O", "H", "H", "O", "H", "H", "O", "H", "H"],
  "coordinates": [[1.12746, -0.89595, -3.03395], [-0.31554, -1.06395, -2.71695], [-0.48754, -1.64395, -1.23995], [0.08746, -0.54595, -0.24695], [0.15346, -1.02095, 1.20405], [1.14346, -2.15695, 1.34905], [0.48146, -3.30295, 2.00005], [-0.95954, -3.23795, 1.50705], [-1.16754, -1.63395, 1.66305], [0.32546, 0.10805, 2.07305], [-0.70254, 1.29005, 2.04805], [-0.67254, 2.26605, 3.20205], [1.21946, -0.60495, -4.24895], [1.69346, -1.66795, -2.79295], [1.67546, 0.21405, -2.59495], [-0.79054, -1.69895, -3.35195], [-0.92454, -0.08295, -2.81795], [-0.20654, -2.63095, -0.89195], [-1.47954, -1.86795, -0.90795], [-0.48954, 0.42705, -0.31795], [1.13646, -0.28495, -0.55895], [2.02646, -1.88795, 2.06705], [1.70646, -2.43995, 0.33005], [0.56746, -3.21395, 3.01705], [0.93246, -4.32295, 1.91605], [-1.74154, -3.45795, 1.98705], [-1.05654, -3.37695, 0.49205], [-1.27654, -1.47995, 2.60405], [-2.07154, -1.28695, 1.25405], [1.22246, 0.52905, 2.03105], [0.18946, -0.32495, 3.03305], [-1.77054, 0.91305, 1.98805], [-0.65554, 1.63105, 1.06505], [-1.40454, 2.96105, 3.12505], [0.34846, 2.80005, 3.14605], [-0.71354, 1.76105, 4.23605], [0.21346, 6.77005, -5.33995], [-0.20154, 5.80505, -4.84595], [-0.59354, 4.85105, -5.55795], [-0.76254, 3.60505, -4.61595], [-0.31654, 4.11805, -3.28995], [-0.10454, 5.39405, -3.52395], [-0.07954, 6.22805, -2.57095], [-0.07254, 2.47105, -5.18795], [-0.94754, 1.63205, -5.55095], [-0.61254, 0.43005, -5.65695], [-2.26054, 2.07105, -5.18895], [-2.24354, 3.23605, -4.77595], [-3.26054, 1.39305, -5.36095], [-3.64254, 5.32605, -1.46895], [-3.35254, 4.13805, -1.21495], [-4.07154, 3.22405, -1.57095], [-3.37854, 1.99605, -1.20895], [-2.10454, 2.45705, -0.60195], [-2.21654, 3.73205, -0.53795], [-1.43454, 4.43105, 0.10605], [-3.32854, 1.05205, -2.27595], [-3.97154, 0.07005, -2.01895], [-3.92654, -1.02095, -2.65695], [-4.63554, 0.26805, -0.79895], [-4.19954, 1.30905, -0.21695], [-5.41454, -0.50695, -0.29295], [1.27846, -4.57195, 5.47105], [1.06446, -4.36595, 6.35005], [0.56846, -5.13495, 5.22805], [-4.02554, -3.72695, 3.86205], [-4.91454, -3.40595, 3.39205], [-3.77854, -2.79895, 4.18305], [0.28646, -1.96595, 5.28605], [0.89346, -1.21395, 5.39005], [0.65646, -2.88295, 5.19005], [-1.76554, 2.90005, 6.38305], [-2.08054, 3.41805, 7.14805], [-0.90054, 3.15905, 6.01305], [4.44846, -1.40195, 3.41905], [4.17246, -0.55095, 3.39705], [5.46046, -1.51795, 3.57705], [0.79246, 3.87405, 5.65705], [1.52046, 3.26005, 5.37805], [1.10646, 4.30605, 6.37505], [-3.35454, -3.77195, -3.69095], [-2.92854, -4.32795, -2.97695], [-3.43854, -2.92695, -3.23195], [1.58146, -3.87195, -4.45095], [1.43046, -4.48295, -3.83595], [1.03146, -3.94295, -5.10395], [0.03046, -1.76795, -6.89995], [-0.34654, -2.59295, -6.51695], [-0.16254, -1.13095, -6.15295], [-1.09054, -3.81595, -5.53595], [-1.55854, -3.46695, -4.83295], [-1.52954, -4.66695, -5.49795], [4.16146, -0.35595, 1.03005], [4.41646, -0.73095, 1.84305], [4.65946, -1.13595, 0.43705], [4.35646, -2.59095, -0.29995], [4.04146, -2.67995, -1.10895], [4.17846, -3.28695, 0.24905], [-3.72454, 1.84105, 4.47605], [-3.27154, 2.58905, 5.01005], [-4.47354, 1.67305, 5.05805], [-2.93654, -1.34595, 4.62105], [-2.55254, -1.18395, 5.48505], [-3.20354, -0.35495, 4.50305], [3.19246, 1.06505, 4.06905], [2.58046, 1.00605, 4.77605], [3.69046, 1.71505, 4.30805], [2.71146, 1.77105, -0.18795], [3.10246, 0.91805, 0.04005], [2.98746, 2.35405, 0.52305], [0.90846, 5.82205, 3.57405], [0.20146, 6.32505, 3.11005], [0.42146, 5.08605, 4.00405], [2.55246, 2.29605, -5.49795], [1.54046, 2.27505, -5.39395], [2.65746, 2.15705, -4.58095], [3.81846, -4.53395, 1.61705], [4.01146, -4.63695, 2.55705], [3.26746, -5.25195, 1.44405], [3.65746, -2.13895, -5.55895], [3.93446, -2.84195, -5.98995], [3.10746, -2.68595, -4.94795], [3.44046, 2.45705, -2.78595], [3.46846, 1.94005, -1.92995], [4.41646, 2.60405, -2.81695]]
}